1.
{"formula": "C22H100N3O26P", "method": "the ωB97M-V functional and the def2-TZVPD basis", "e_above_lowest_kcal_mol": 0.00, "orbital_gap_ev": 10.1, "lumo_energy_ev": 0.48, "e_tot_ha": -3359.915714, "elements": ["N", "H", "H", "H", "H", "N", "H", "H", "H", "H", "N", "H", "H", "H", "H", "P", "O", "O", "O", "O", "C", "O", "H", "H", "H", "H", "C", "O", "H", "H", "H", "H", "C", "O", "H", "H", "H", "H", "C", "O", "H", "H", "H", "H", "C", "O", "H", "H", "H", "H", "C", "O", "H", "H", "H", "H", "C", "O", "H", "H", "H", "H", "C", "O", "H", "H", "H", "H", "C", "O", "H", "H", "H", "H", "C", "O", "H", "H", "H", "H", "C", "O", "H", "H", "H", "H", "C", "O", "H", "H", "H", "H", "C", "O", "H", "H", "H", "H", "C", "O", "H", "H", "H", "H", "C", "O", "H", "H", "H", "H", "C", "O", "H", "H", "H", "H", "C", "O", "H", "H", "H", "H", "C", "O", "H", "H", "H", "H", "C", "O", "H", "H", "H", "H", "C", "O", "H", "H", "H", "H", "C", "O", "H", "H", "H", "H", "C", "O", "H", "H", "H", "H"], "coordinates": [[12.5198, 11.4107, 12.2537], [12.0803, 11.5620, 11.3934], [11.9014, 11.1161, 13.0441], [13.0389, 12.3486, 12.4860], [13.1297, 10.5972, 12.1936], [11.8972, 17.1045, 15.2570], [11.1025, 17.1016, 15.9637], [11.6891, 17.5205, 14.3844], [12.1414, 16.0931, 15.1286], [12.7206, 17.5874, 15.6637], [16.8551, 16.8079, 13.9231], [16.5671, 17.0774, 13.0005], [15.7524, 15.7211, 14.3907], [16.7381, 17.6589, 14.4545], [17.7340, 16.4478, 13.7316], [13.7584, 14.8522, 13.8446], [13.4872, 16.0470, 12.9086], [12.5565, 14.5836, 14.6894], [15.0059, 15.1629, 14.8105], [14.1738, 13.6294, 13.0326], [19.0201, 14.7295, 10.1503], [18.2578, 14.9398, 11.3041], [19.6746, 15.5761, 10.0502], [19.7472, 13.9300, 10.2993], [18.4012, 14.6657, 9.2157], [17.4474, 14.4646, 11.0920], [12.4704, 15.6678, 9.8434], [12.1932, 14.6394, 10.8787], [13.4367, 16.0855, 9.9931], [12.4400, 15.1529, 8.8868], [11.6928, 16.4981, 9.9120], [12.6121, 14.8670, 11.7446], [9.3506, 17.7485, 18.1955], [9.3432, 17.0866, 16.9506], [8.4648, 17.4971, 18.7696], [10.1726, 17.4651, 18.8750], [9.3985, 18.8245, 18.0369], [9.3158, 16.1598, 17.1837], [14.6941, 11.0028, 15.6851], [15.0043, 11.1114, 14.2767], [14.9517, 9.9423, 15.9549], [15.2587, 11.6598, 16.3560], [13.5627, 11.0857, 15.8177], [14.6901, 11.9837, 13.9415], [9.2624, 13.8480, 15.0394], [10.3446, 13.0846, 14.3861], [9.7184, 14.3234, 15.9052], [8.7765, 14.5288, 14.3673], [8.5846, 13.1020, 15.4587], [11.1472, 13.5808, 14.3648], [9.9047, 16.5595, 12.6770], [10.9413, 17.4614, 12.7273], [8.9735, 17.1684, 12.7977], [9.7240, 15.9695, 11.7539], [9.8882, 15.8570, 13.4739], [11.7798, 16.9464, 12.6336], [12.5588, 10.4889, 8.1588], [12.2761, 11.4698, 9.2029], [12.2375, 9.5181, 8.4794], [11.9123, 10.6229, 7.2701], [13.5857, 10.3778, 7.8630], [12.6361, 12.3066, 8.9205], [20.0049, 7.7820, 12.7227], [18.6247, 7.5763, 12.5117], [20.2787, 8.6238, 13.4665], [20.4598, 6.8493, 12.9579], [20.5265, 8.0474, 11.8069], [18.1872, 8.3332, 12.8384], [14.9304, 12.9746, 7.5284], [14.0532, 13.6564, 8.4969], [14.4323, 12.2042, 6.9423], [15.3043, 13.7083, 6.8101], [15.8762, 12.6245, 7.9960], [14.5105, 13.6330, 9.3261], [8.6644, 13.6509, 20.2863], [9.2540, 13.8470, 19.0169], [8.6605, 12.5620, 20.5102], [9.2937, 14.2388, 20.9740], [7.5831, 13.9474, 20.2862], [9.5634, 12.9303, 18.8152], [9.2187, 9.7770, 13.2420], [10.2641, 10.1648, 14.1671], [9.2242, 10.5292, 12.4094], [9.2998, 8.8105, 12.7934], [8.2347, 9.8047, 13.6940], [10.3372, 11.1497, 14.2807], [10.8286, 10.4776, 17.7997], [10.4225, 11.7723, 17.8273], [10.9351, 10.0115, 16.7804], [11.8133, 10.3069, 18.3253], [10.0729, 9.8711, 18.2589], [11.0810, 12.4033, 17.3732], [18.4643, 11.3150, 13.6105], [17.5769, 10.2701, 13.2861], [18.3216, 11.6992, 14.6073], [19.5443, 11.0298, 13.4517], [18.2514, 12.2682, 12.9774], [16.7823, 10.4423, 13.8245], [14.0389, 19.2094, 11.5726], [15.0119, 18.1169, 11.5416], [14.6209, 20.1258, 11.2503], [13.1810, 19.0924, 10.9067], [13.7256, 19.3908, 12.6083], [14.5498, 17.3087, 11.8081], [15.7776, 12.1265, 10.9902], [15.6956, 13.5394, 10.8168], [16.8346, 11.7698, 11.1172], [15.2901, 11.8001, 11.8907], [15.3675, 11.6176, 10.1104], [15.2057, 13.8996, 11.6317], [15.1979, 17.4856, 16.8909], [14.3636, 17.8441, 15.7488], [15.3479, 16.4101, 16.7562], [16.1011, 18.1000, 16.8159], [14.5868, 17.8061, 17.7247], [14.7030, 17.2757, 15.0802], [15.5236, 13.4993, 18.4180], [16.1751, 14.1263, 17.3509], [16.0689, 12.5039, 18.6847], [15.6093, 14.2641, 19.1844], [14.4600, 13.2178, 18.1860], [15.7654, 14.0289, 16.4315], [9.3158, 12.8472, 9.4779], [10.0003, 13.0270, 10.7113], [10.0228, 12.2894, 8.8479], [8.4618, 12.2052, 9.5849], [9.1142, 13.7267, 8.9818], [10.5875, 13.8035, 10.7063], [11.8650, 7.0091, 15.6880], [11.8244, 7.6920, 14.4618], [10.9326, 6.4548, 15.8261], [12.6497, 6.3104, 15.6602], [11.9898, 7.6668, 16.5731], [11.1408, 8.3817, 14.5260], [12.2288, 14.5031, 18.1687], [12.3791, 13.4722, 17.1340], [12.7578, 14.1773, 19.0493], [12.6598, 15.4732, 17.8233], [11.1821, 14.5789, 18.4427], [12.5633, 13.8970, 16.3026], [6.7179, 12.7408, 11.8493], [7.6841, 13.6461, 12.3853], [6.0736, 12.5969, 12.6619], [6.1680, 13.1982, 11.0249], [7.2109, 11.8766, 11.4697], [8.4765, 13.5630, 11.8918], [14.8274, 8.2490, 12.2964], [13.4932, 8.6862, 12.3828], [15.0726, 7.4941, 13.0302], [14.9164, 7.8387, 11.3054], [15.5627, 9.0564, 12.4309], [12.9582, 8.2408, 13.0962]]}

2.
{"formula": "C21H44ClN7O7", "method": "the ωB97M-V functional and the def2-TZVPD basis", "smiles": "C#CN(CCCCl)C(=O)ON.CN(C)C=O.CN(C)C=O.CN(C)C=O.CN(C)C=O.CN(C)C=O", "orbital_gap_ev": 9.3, "lumo_energy_ev": 0.39, "e_tot_ha": -2196.543351, "elements": ["C", "C", "N", "C", "C", "C", "Cl", "C", "O", "O", "N", "H", "H", "H", "H", "H", "H", "H", "H", "H", "C", "N", "C", "C", "O", "H", "H", "H", "H", "H", "H", "H", "C", "N", "C", "C", "O", "H", "H", "H", "H", "H", "H", "H", "C", "N", "C", "C", "O", "H", "H", "H", "H", "H", "H", "H", "C", "N", "C", "C", "O", "H", "H", "H", "H", "H", "H", "H", "C", "N", "C", "C", "O", "H", "H", "H", "H", "H", "H", "H"], "coordinates": [[-0.6373, 2.5849, -6.7521], [-0.9638, 2.5159, -5.5705], [-1.3311, 2.1457, -4.2032], [-0.1285, 1.4327, -3.6614], [-0.2884, 0.9025, -2.1704], [-0.4097, -0.7061, -2.2841], [-0.7474, -1.5087, -0.6854], [-2.4997, 1.2716, -4.3311], [-2.9709, 1.0925, -5.4565], [-3.1523, 0.6483, -3.2416], [-4.5146, 0.5756, -3.4082], [-0.5634, 2.4229, -7.8648], [0.7210, 2.1947, -3.6582], [0.1772, 0.6035, -4.3858], [-1.2428, 1.3015, -1.6930], [0.6091, 1.0846, -1.5040], [-1.1826, -0.9466, -3.0912], [0.5863, -1.0500, -2.7290], [-4.7959, -0.1254, -4.1084], [-4.9470, 1.4912, -3.5615], [-6.8409, -4.6121, -2.4063], [-6.0638, -3.4436, -2.7685], [-5.0199, -2.9845, -1.8697], [-6.2780, -2.7628, -3.9205], [-5.6576, -1.7764, -4.2733], [-7.3499, -4.4226, -1.4582], [-6.1697, -5.4670, -2.2952], [-7.5841, -4.8386, -3.1716], [-5.2368, -1.9581, -1.5644], [-4.0630, -2.9985, -2.3962], [-4.9626, -3.6249, -0.9894], [-7.0885, -3.1898, -4.5330], [1.8660, 4.1974, 2.2735], [1.0951, 4.1215, 1.0467], [-0.2208, 3.5129, 1.0815], [1.5688, 4.6037, -0.1334], [0.9767, 4.5738, -1.2000], [2.0311, 3.1891, 2.6513], [1.3043, 4.7780, 3.0116], [2.8273, 4.6748, 2.1007], [-0.2417, 2.6619, 0.3964], [-0.9613, 4.2455, 0.7515], [-0.4620, 3.1768, 2.0898], [2.5754, 5.0440, -0.0436], [5.5327, 0.3561, 0.2112], [4.8480, 1.0095, 1.3114], [4.1881, 0.1921, 2.3103], [4.8053, 2.3590, 1.4354], [4.2475, 2.9667, 2.3348], [4.8129, -0.2481, -0.3470], [6.3174, -0.2889, 0.6131], [5.9807, 1.0898, -0.4602], [3.1252, 0.4440, 2.3360], [4.6213, 0.4037, 3.2911], [4.3087, -0.8655, 2.0765], [5.3368, 2.8834, 0.6247], [8.3526, -2.1327, 5.1822], [7.5780, -2.2046, 3.9593], [6.2602, -2.8108, 3.9974], [8.0469, -1.7226, 2.7797], [7.4477, -1.7521, 1.7191], [8.5184, -3.1446, 5.5599], [7.7970, -1.5533, 5.9234], [9.3168, -1.6552, 5.0054], [6.2358, -3.6603, 3.3111], [5.5186, -2.0782, 3.6730], [6.0246, -3.1482, 5.0065], [9.0550, -1.2851, 2.8631], [-4.9952, 0.2915, 1.2468], [-5.0915, -0.7643, 2.2360], [-4.3482, -0.6364, 3.4750], [-5.8558, -1.8703, 2.0392], [-5.9795, -2.7898, 2.8260], [-3.9520, 0.3994, 0.9395], [-5.3439, 1.2282, 1.6891], [-5.6030, 0.0623, 0.3708], [-3.6614, -1.4805, 3.5706], [-5.0453, -0.6564, 4.3157], [-3.7857, 0.2970, 3.4875], [-6.3768, -1.8665, 1.0672]]}